# 1
{
  "formula": "C15H26NOS4Tc",
  "method": "wB97M-V/def2-TZVPD",
  "elements": ["Tc", "C", "C", "S", "C", "C", "S", "C", "C", "S", "H", "H", "H", "H", "H", "H", "H", "H", "H", "H", "H", "H", "S", "C", "C", "C", "C", "C", "N", "H", "H", "H", "H", "C", "C", "O", "C", "C", "H", "H", "H", "H", "H", "H", "H", "H", "H", "H"],
  "coordinates": [[-0.11, -0.03, -0.51], [2.97, -0.87, 0.83], [2.43, -2.04, 0.01], [1.49, -1.59, -1.48], [2.61, -0.55, -2.48], [1.83, 0.58, -3.13], [0.82, 1.60, -2.02], [1.96, 2.60, -1.04], [2.81, 1.85, -0.03], [1.87, 0.59, 0.90], [3.92, -0.50, 0.45], [3.14, -1.19, 1.85], [1.72, -2.64, 0.58], [3.23, -2.70, -0.30], [3.04, -1.20, -3.24], [3.41, -0.20, -1.84], [1.12, 0.21, -3.87], [2.50, 1.26, -3.66], [1.31, 3.34, -0.57], [2.59, 3.15, -1.75], [3.20, 2.55, 0.71], [3.66, 1.36, -0.50], [-2.05, 0.07, -1.84], [-2.39, 1.38, -0.72], [-3.48, 2.22, -0.71], [-3.53, 3.17, 0.30], [-2.50, 3.26, 1.24], [-1.43, 2.40, 1.16], [-1.39, 1.47, 0.19], [-4.26, 2.13, -1.46], [-4.37, 3.85, 0.36], [-2.53, 4.00, 2.03], [-0.61, 2.43, 1.87], [-2.88, -3.04, 0.01], [-1.40, -2.82, -0.15], [-0.91, -1.62, 0.62], [-0.96, -1.92, 2.08], [-0.77, -0.70, 2.93], [-3.19, -3.76, -0.74], [-3.44, -2.11, -0.16], [-3.16, -3.44, 0.98], [-1.13, -2.62, -1.18], [-0.80, -3.66, 0.20], [-0.20, -2.69, 2.26], [-1.94, -2.35, 2.25], [0.22, -0.27, 2.85], [-0.89, -1.01, 3.98], [-1.53, 0.05, 2.73]],
  "lowdin_spin": [2.277, 0.012, 0.012, 0.037, 0.006, 0.006, -0.008, -0.005, 0.001, 0.009, 0.001, 0.000, 0.000, 0.000, 0.000, 0.001, 0.000, -0.001, 0.000, -0.001, -0.001, 0.000, 0.356, 0.057, 0.029, 0.017, 0.036, 0.007, 0.038, 0.000, 0.000, 0.001, 0.000, 0.008, 0.008, 0.079, 0.003, 0.001, 0.000, 0.004, 0.001, 0.002, 0.001, 0.001, 0.001, 0.001, 0.000, 0.000],
  "e_above_lowest_ev": 0.199,
  "spin_multiplicity": 4,
  "e_lumo_ev": [-10.391, -12.475],
  "charge": 3,
  "fmax_ha_per_bohr": 0.011,
  "s_squared": 3.778,
  "energy_ha": -2389.708367
}

=====

# 2
{
  "formula": "C13H11NO4",
  "method": "wB97M-V/def2-TZVPD",
  "elements": ["C", "H", "H", "H", "O", "C", "O", "C", "C", "C", "C", "C", "C", "H", "H", "H", "N", "C", "O", "C", "C", "C", "C", "O", "H", "H", "H", "H", "H"],
  "coordinates": [[-5.17, -1.20, 1.11], [-5.42, -0.51, 1.92], [-5.88, -1.06, 0.30], [-5.19, -2.23, 1.47], [-3.85, -0.97, 0.65], [-3.61, 0.25, 0.16], [-4.44, 1.12, 0.10], [-2.20, 0.42, -0.30], [-1.27, -0.61, -0.19], [0.03, -0.42, -0.62], [0.39, 0.80, -1.21], [-0.54, 1.82, -1.31], [-1.83, 1.64, -0.86], [-2.57, 2.42, -0.93], [-0.25, 2.75, -1.77], [1.39, 0.93, -1.59], [0.94, -1.47, -0.51], [2.30, -1.45, -0.32], [2.96, -2.45, -0.52], [2.86, -0.21, 0.24], [2.35, 0.69, 1.15], [3.40, 1.58, 1.45], [4.47, 1.15, 0.72], [4.16, 0.07, 0.00], [5.47, 1.53, 0.63], [3.37, 2.41, 2.12], [1.36, 0.71, 1.55], [0.57, -2.40, -0.66], [-1.57, -1.55, 0.25]],
  "lowdin_charge": [-0.045, 0.098, 0.098, 0.094, -0.046, -0.458, 0.117, -0.121, 0.052, -0.240, -0.019, -0.052, -0.013, 0.119, 0.109, 0.122, 0.139, -0.407, 0.101, -0.211, -0.009, -0.043, -0.101, 0.078, 0.125, 0.103, 0.121, 0.161, 0.125],
  "e_above_lowest_ev": 0.539,
  "e_lumo_ev": 0.252,
  "charge": 0,
  "fmax_ha_per_bohr": 0.020,
  "energy_ha": -857.710045,
  "smiles": "COC(=O)c1cccc(NC(=O)c2ccco2)c1"
}

=====

# 3
{
  "formula": "C2H7OS2",
  "method": "wB97M-V/def2-TZVPD",
  "elements": ["C", "O", "C", "H", "H", "H", "H", "H", "S", "S", "H", "H"],
  "coordinates": [[-0.67, 0.48, 0.64], [-1.85, 0.01, 0.25], [-0.48, 0.44, 2.16], [-0.48, 1.56, 0.31], [0.24, -0.01, 0.17], [0.44, 0.87, 2.58], [-0.48, -0.62, 2.47], [-1.38, 0.86, 2.62], [0.14, -0.94, -2.70], [2.23, -0.83, -2.91], [-0.05, -1.79, -3.75], [2.35, -0.03, -1.84]],
  "lowdin_charge": [-0.668, -0.373, -0.168, 0.066, 0.039, 0.038, 0.046, 0.046, 0.242, 0.164, -0.213, -0.219],
  "e_above_lowest_ev": 2.429,
  "e_lumo_ev": 2.872,
  "charge": -1,
  "fmax_ha_per_bohr": 0.017,
  "energy_ha": -951.971578
}